{
  "formula": "C32H88N8O8",
  "method": "ωB97M-V with the def2-TZVPD basis set",
  "homo_lumo_gap_ev": 9.41,
  "smiles": "COC[C@H](C)N.COC[C@H](C)N.COC[C@H](C)N.COC[C@H](C)N.COC[C@H](C)N.COC[C@H](C)N.COC[C@H](C)N.COC[C@H](C)N",
  "e_homo_ev": -8.95,
  "lumo_energy_ev": 0.47,
  "spin_multiplicity": 1,
  "e_above_lowest_ev": 5.7263,
  "species": ["O", "O", "O", "O", "O", "O", "O", "O", "N", "N", "N", "N", "N", "N", "N", "N", "C", "C", "C", "C", "C", "C", "C", "C", "C", "C", "C", "C", "C", "C", "C", "C", "C", "C", "C", "C", "C", "C", "C", "C", "C", "C", "C", "C", "C", "C", "C", "C", "H", "H", "H", "H", "H", "H", "H", "H", "H", "H", "H", "H", "H", "H", "H", "H", "H", "H", "H", "H", "H", "H", "H", "H", "H", "H", "H", "H", "H", "H", "H", "H", "H", "H", "H", "H", "H", "H", "H", "H", "H", "H", "H", "H", "H", "H", "H", "H", "H", "H", "H", "H", "H", "H", "H", "H", "H", "H", "H", "H", "H", "H", "H", "H", "H", "H", "H", "H", "H", "H", "H", "H", "H", "H", "H", "H", "H", "H", "H", "H", "H", "H", "H", "H", "H", "H", "H", "H"],
  "positions_angstrom": [[-20.12374, -10.34465, -13.18607], [-15.34717, -13.76020, -10.43275], [-17.53629, -15.16359, -14.70903], [-16.19050, -19.74467, -12.72047], [-21.70553, -9.99193, -18.48617], [-26.22173, -12.61885, -17.07899], [-13.30069, -16.51614, -18.57375], [-16.92792, -16.49497, -20.21863], [-12.59523, -14.41151, -10.78909], [-23.56453, -8.35457, -19.46354], [-20.57222, -16.74334, -19.89505], [-13.58868, -18.86146, -20.52235], [-29.90546, -12.68094, -17.74753], [-19.37701, -17.82450, -13.15871], [-18.78247, -10.76033, -10.56996], [-19.86301, -13.44019, -14.48049], [-15.52771, -12.70109, -11.38903], [-13.51593, -15.77437, -8.90294], [-22.87641, -10.00429, -17.85552], [-20.12117, -11.15711, -10.90935], [-24.86876, -8.57239, -17.37791], [-27.58940, -12.45809, -16.76547], [-13.56327, -15.39558, -10.43346], [-20.77461, -11.19485, -9.48836], [-21.02954, -14.64054, -16.26540], [-12.29264, -17.08345, -19.33572], [-19.90424, -14.71519, -15.20015], [-17.08315, -19.03086, -13.54092], [-18.42380, -18.78942, -12.60618], [-23.49610, -8.62479, -18.05941], [-18.51710, -15.08608, -15.78843], [-12.41930, -18.56525, -19.76984], [-20.82046, -9.61494, -14.14524], [-15.96966, -15.45751, -20.03734], [-25.43490, -12.66596, -15.92754], [-19.14065, -17.76710, -21.41436], [-16.15038, -15.14160, -15.05985], [-11.17801, -19.06311, -20.53697], [-28.45299, -12.68426, -18.07249], [-19.29213, -20.07539, -12.38656], [-14.95118, -14.99175, -10.97300], [-18.19235, -16.05554, -19.76873], [-19.21097, -17.20967, -20.05167], [-21.01019, -11.17017, -18.38551], [-28.32960, -11.56918, -19.14839], [-13.44050, -17.06004, -17.28933], [-14.81128, -19.88230, -13.24544], [-20.72116, -10.16168, -11.92995], [-14.05552, -14.96675, -8.40827], [-25.70554, -13.57014, -15.38227], [-14.24236, -18.95308, -13.21405], [-28.06430, -13.64919, -18.39794], [-14.41862, -18.48772, -20.08460], [-28.59743, -12.07805, -20.07436], [-30.34859, -11.93131, -17.23588], [-21.32452, -17.35369, -20.18075], [-18.64154, -16.00971, -16.35370], [-19.84209, -18.34089, -13.89161], [-21.68678, -12.02468, -18.39772], [-20.68103, -16.04002, -20.61170], [-20.74728, -10.17375, -9.10794], [-12.56838, -15.87847, -8.37434], [-27.71674, -11.40877, -16.49936], [-14.06983, -16.67381, -8.63406], [-13.56658, -18.29893, -21.36090], [-14.97450, -15.82502, -20.28774], [-11.10881, -20.14999, -20.49236], [-18.12009, -14.40896, -16.54474], [-16.21453, -14.74734, -20.82715], [-22.61735, -8.43562, -19.80470], [-25.39523, -9.50573, -17.57743], [-21.78244, -11.53420, -9.72759], [-20.30271, -9.92185, -15.05400], [-20.61820, -9.14932, -11.53929], [-12.12560, -16.52327, -20.25572], [-25.57605, -11.83007, -15.24238], [-13.07954, -13.71184, -11.33315], [-20.15403, -11.22308, -19.05803], [-21.76817, -10.08319, -14.41114], [-22.86698, -7.88194, -17.56902], [-19.90180, -18.52873, -21.58372], [-11.42388, -16.93828, -18.69363], [-28.08658, -13.09866, -16.03707], [-17.30485, -19.50029, -14.49935], [-21.02008, -15.53408, -16.88958], [-13.31473, -16.30767, -10.97608], [-20.08547, -12.10301, -11.44981], [-18.20484, -18.29515, -21.59746], [-16.33733, -12.84066, -12.10537], [-19.06035, -16.93693, -13.52209], [-14.42514, -20.64923, -12.57401], [-15.72060, -15.67115, -10.60625], [-12.51170, -17.02972, -16.71968], [-18.63828, -20.89038, -12.07613], [-15.72442, -16.12792, -15.24378], [-11.12757, -18.78709, -21.59023], [-18.09970, -15.88729, -18.69579], [-15.75878, -11.77762, -10.85808], [-19.77006, -20.38174, -13.31705], [-20.81216, -8.52502, -14.13551], [-19.24854, -17.02292, -22.20344], [-14.51974, -12.55708, -11.77807], [-22.63007, -10.16761, -16.80635], [-12.37350, -14.11499, -9.84940], [-15.61942, -14.84573, -14.15506], [-14.79817, -20.18364, -14.29287], [-16.54667, -18.12334, -13.81784], [-18.29091, -10.74579, -11.45214], [-27.28070, -11.28563, -19.23505], [-25.52092, -7.72588, -17.59284], [-23.96320, -7.46336, -19.72217], [-29.06677, -10.76903, -19.21506], [-16.14176, -14.48311, -15.92841], [-21.79349, -10.23232, -12.11221], [-18.04676, -18.44786, -11.64219], [-19.65874, -12.88166, -15.29684], [-14.30196, -16.59287, -16.81210], [-18.71391, -9.81429, -10.22297], [-20.92437, -13.79199, -16.94142], [-20.36386, -11.87489, -8.74209], [-20.05530, -19.95645, -11.61744], [-13.60783, -18.13704, -17.27662], [-21.98128, -14.41112, -15.78617], [-15.96307, -15.08654, -19.01243], [-20.59303, -11.48096, -17.42766], [-19.04402, -13.48225, -13.89093], [-14.98334, -15.04713, -12.06111], [-18.42565, -15.12754, -20.29075], [-23.46561, -10.77305, -18.35547], [-24.37824, -12.77921, -16.16993], [-20.13532, -15.56703, -14.56056], [-30.09050, -13.54053, -17.25057], [-24.72463, -8.60697, -16.29804], [-12.62540, -19.13567, -18.86416], [-19.00640, -18.06415, -19.40660], [-10.30769, -18.64922, -20.02769]],
  "atomic_forces_ev_per_a": [[0.33, 0.69, 0.95], [-0.78, 1.33, -0.41], [-1.16, -0.54, -0.13], [1.53, -0.63, -0.75], [3.84, 0.81, -1.87], [-0.36, -0.30, -0.08], [-1.65, 0.16, -0.30], [0.47, -0.28, 0.38], [0.56, 0.09, 0.70], [0.01, -0.59, -0.81], [-0.74, 1.70, 0.90], [-1.21, 0.45, -1.35], [0.52, -2.19, -0.27], [-0.13, -0.58, 0.01], [1.81, -0.44, -1.24], [-0.36, -1.02, -0.59], [0.93, -0.08, 1.25], [-1.26, 0.88, -0.37], [-1.75, 0.89, 0.83], [-0.03, 0.77, 1.37], [0.20, -0.85, 0.44], [-1.05, 1.30, -2.24], [-0.77, -2.63, -0.16], [-1.38, -0.28, -2.11], [0.81, 0.18, 0.21], [1.60, -0.62, -0.14], [0.19, -0.37, -0.56], [-1.00, 0.43, 1.64], [0.45, -0.14, -1.31], [-1.12, 0.48, 0.94], [0.48, -0.16, 0.29], [0.01, 0.07, 0.87], [0.86, -1.44, -2.56], [-0.10, -0.68, -1.16], [0.24, -0.91, 0.61], [1.37, -1.04, -1.86], [-1.39, -0.15, 0.21], [0.01, 0.14, 1.11], [-0.63, 2.78, 1.47], [1.49, 0.16, -0.04], [-0.34, -0.85, 1.48], [-0.10, -1.58, -0.19], [-0.22, -0.01, -0.01], [0.49, -1.73, 0.46], [0.83, -1.81, -0.78], [0.07, -0.81, 0.06], [-1.95, -0.09, 0.70], [-0.99, -0.37, 0.98], [0.02, 0.16, 0.32], [0.03, -0.16, 0.38], [-0.11, 0.22, 0.45], [-0.73, -0.09, -0.59], [-0.28, -0.15, 0.57], [0.32, -0.17, -0.32], [0.81, 0.42, -0.03], [0.42, -0.96, 0.33], [0.26, -0.63, 0.30], [-0.35, 0.45, -0.28], [-0.35, -0.33, -1.38], [-0.01, 0.72, 0.06], [-0.30, -0.04, 0.15], [0.44, 0.18, -0.75], [-0.28, 0.17, 0.55], [-0.12, -0.13, -0.50], [0.11, -0.09, -0.69], [-0.15, -0.27, 0.26], [-0.10, 0.04, 0.02], [-0.20, 0.72, -0.02], [0.09, 0.90, 0.47], [-0.05, 0.18, -0.49], [-0.32, 0.06, -0.38], [-0.53, 0.32, 0.80], [0.42, 0.56, -0.40], [0.49, 0.42, -0.02], [-0.31, 0.50, 0.05], [-0.05, 0.38, -0.14], [0.53, 0.52, 0.40], [-0.50, 0.04, -0.42], [-0.80, 0.43, 0.87], [0.38, 0.01, 0.36], [-0.25, 0.09, 0.21], [0.87, -0.38, -0.32], [0.84, -0.39, 0.52], [-0.29, -0.62, -0.03], [-0.43, -0.05, 0.10], [-0.10, -0.43, -0.14], [-0.04, -0.32, 0.43], [0.25, 0.14, -0.10], [0.24, -0.48, -0.26], [0.66, -0.14, 0.13], [0.48, 0.17, -0.38], [0.11, -0.60, -0.18], [0.19, 0.85, 0.29], [-0.01, -0.10, 0.01], [-0.36, -0.27, -0.60], [-0.33, 0.30, 0.06], [-0.44, 0.29, 0.19], [-0.11, -0.21, 0.33], [-0.05, 0.06, -0.10], [-0.15, 0.00, 0.71], [-0.03, 0.22, 0.01], [-0.33, 0.34, -1.06], [-0.93, -0.35, 0.57], [0.71, 1.50, -0.47], [0.01, 0.79, -0.31], [-0.22, -0.41, -0.01], [-0.57, 0.83, 0.12], [0.70, 0.12, -0.10], [-0.15, 0.55, -0.09], [0.29, 0.05, -0.29], [0.10, 0.05, 0.27], [0.27, 0.24, 1.19], [1.16, 0.13, 0.05], [-0.44, -0.59, 0.45], [0.07, 0.06, -0.04], [0.28, 1.28, 0.45], [0.40, 0.17, 0.07], [-0.37, 0.18, 0.19], [0.55, 0.13, -0.14], [0.46, 0.01, -0.54], [0.09, 0.34, -0.10], [-0.53, -0.26, -0.43], [-0.04, -0.63, 0.17], [-0.08, 0.32, -0.06], [0.41, 1.25, 1.05], [0.24, 0.40, 0.13], [0.23, 0.34, -0.16], [-0.51, 0.18, -0.04], [-0.82, -0.27, 0.59], [-0.07, 0.28, -0.32], [-0.24, 0.23, 0.42], [-0.48, -0.04, 0.14], [0.09, 0.24, 0.16], [0.93, -0.29, 0.29], [0.00, 0.31, 0.62], [0.27, -0.10, -0.16]],
  "lowdin_charge": [-0.183, -0.192, -0.221, -0.221, -0.169, -0.187, -0.193, -0.205, 0.054, 0.047, 0.026, 0.043, 0.015, 0.029, 0.016, 0.067, -0.077, -0.047, -0.259, -0.410, -0.051, -0.215, -0.438, -0.054, -0.039, -0.219, -0.417, -0.184, -0.359, -0.441, -0.178, -0.458, -0.137, -0.089, -0.128, -0.097, -0.076, -0.048, -0.378, -0.065, -0.208, -0.180, -0.437, -0.121, -0.067, -0.095, -0.059, -0.220, 0.071, 0.085, 0.073, 0.136, 0.066, 0.066, 0.070, 0.071, 0.109, 0.058, 0.080, 0.066, 0.073, 0.072, 0.120, 0.071, 0.072, 0.069, 0.076, 0.109, 0.092, 0.070, 0.063, 0.068, 0.078, 0.122, 0.131, 0.088, 0.045, 0.101, 0.082, 0.131, 0.082, 0.118, 0.116, 0.112, 0.071, 0.112, 0.135, 0.078, 0.082, 0.034, 0.087, 0.125, 0.094, 0.068, 0.058, 0.077, 0.100, 0.081, 0.069, 0.098, 0.088, 0.073, 0.125, 0.067, 0.068, 0.076, 0.092, 0.059, 0.068, 0.076, 0.077, 0.072, 0.087, 0.117, 0.123, 0.058, 0.069, 0.074, 0.048, 0.075, 0.074, 0.079, 0.074, 0.086, 0.061, 0.062, 0.102, 0.125, 0.139, 0.077, 0.113, 0.056, 0.072, 0.122, 0.140, 0.072]
}